Formula: C2H4BrClO2
Source: the OMol25 dataset
Level of theory: ωB97M-V/def2-TZVPD

Each line ends with the Mulliken charge.
Geometry (Å):
1 C 1.427 -0.494 1.623  -0.10
2 C -1.442 -0.395 -1.594  -0.30
3 O 0.822 0.370 2.459  -0.36
4 O 2.125 0.197 0.690  -0.23
5 Cl 0.102 -0.912 -2.135  -0.10
6 Br -1.992 1.466 -2.322  -0.14
7 H -2.177 -1.051 -1.893  0.33
8 H -1.335 -0.232 -0.511  0.20
9 H 0.276 -0.128 3.016  0.39
10 H 2.193 1.179 0.667  0.30

## Properties
Charge: 0
Frontier orbital gap: 0.37428 Ha
Max |F|: 3.37 eV Å⁻¹
LUMO: 0.0139 Eh

---

Formula: CH3OP
Source: the OMol25 dataset
Level of theory: ωB97M-V/def2-TZVPD

Each line ends with the Mulliken charge.
Geometry (Å):
1 C -0.165 0.337 0.840  -0.59
2 O -0.865 -0.882 -1.804  -0.51
3 P 0.029 -0.452 -0.677  0.37
4 H -1.105 0.441 1.210  0.39
5 H 0.738 0.820 1.337  0.28
6 H 1.369 -0.264 -0.907  0.06

## Properties
Charge: 0
Frontier orbital gap (alpha / beta): 0.26966 / 0.32033 Ha
Max |F|: 4.63 eV Å⁻¹
Multiplicity: 3
LUMO (alpha / beta): 0.0276 / -0.0922 Eh

---

Relative energy (zero: lowest compared OMol25 entry of this formula, charge and spin)? In order: 180.1; 54.5 kJ/mol.